Record 1
12
Properties=species:S:1:pos:R:3:forces:R:3 method="wB97M-V/def2-TZVPD" orbital_gap_ev=9.63 smiles="NSCC(N)=O"
C -0.722274 0.740968 0.822133 1.4 -2.9 -1.6
C 0.037716 -0.743874 0.784668 -1.1 1.0 1.2
N 0.189347 1.684677 0.785078 0.9 5.3 0.9
N 0.442054 -1.006874 -2.021022 -0.7 -1.3 1.2
O -1.880236 0.880028 0.622664 -2.7 -0.1 0.6
S 1.301587 -0.647705 -0.547088 0.0 -1.0 -0.1
H -0.732970 -1.545602 0.541827 1.0 1.0 0.5
H 0.505325 -0.897521 1.845723 -0.6 0.0 -2.1
H 1.039501 1.372907 0.400470 1.3 0.0 -0.2
H 0.044204 2.785060 0.736052 -0.2 -3.6 0.1
H -0.484660 -0.571563 -1.933239 0.4 0.0 -0.4
H 0.260404 -2.050500 -2.037266 0.3 1.6 0.0

=====

Record 2
12
Properties=species:S:1:pos:R:3:forces:R:3 method="wB97M-V/def2-TZVPD" orbital_gap_ev=9.55 smiles="NCC(=O)NS"
C -0.948767 0.918772 0.574286 1.6 1.0 -0.2
C -0.980684 -0.511103 0.102051 0.2 0.0 -0.2
H -0.035988 2.619233 -0.029621 0.1 0.3 -0.2
H -0.695274 1.828405 -1.309599 0.1 0.0 0.6
H -1.954226 1.223321 0.624838 -1.3 0.5 0.4
H -0.410602 1.156614 1.530608 -0.6 -0.9 -0.6
H 0.367796 -2.013416 -0.420762 -0.4 1.5 0.4
H 1.791753 0.474992 -1.041389 0.0 -0.3 0.5
N -0.174056 1.705756 -0.432931 -1.1 0.2 -0.3
N 0.299558 -1.020779 -0.085165 -1.5 -2.7 -0.8
O -2.023560 -1.074786 -0.202865 1.4 0.1 0.5
S 1.738951 -0.245732 0.114843 1.6 0.3 0.1

=====

Record 3
13
Properties=species:S:1:pos:R:3:forces:R:3 method="wB97M-V/def2-TZVPD" orbital_gap_ev=7.32
C 1.080137 -0.436681 0.609214 -2.3 1.8 2.9
C -0.228003 0.048821 0.066383 -2.9 -0.7 -1.5
H 1.507665 -2.846191 -0.535635 1.0 4.1 -0.3
H 1.317086 0.461652 1.251897 1.5 -0.5 -1.3
H 0.972484 -1.095229 1.462245 -0.5 -0.8 -0.4
H -1.217398 1.540041 -0.914289 3.3 -0.1 0.7
H 1.745209 1.899598 -0.537188 -4.4 1.6 1.1
H -3.687805 -0.769461 0.652391 2.0 0.2 -1.7
N -0.150543 1.218549 -0.726282 -2.3 0.0 0.3
N -1.305422 -0.701240 0.051791 4.7 -0.4 2.6
O 0.730209 2.244764 -0.195295 3.1 -2.1 -1.7
S 2.002547 -1.089496 -0.688356 0.8 -4.3 -0.7
S -2.766161 -0.475133 -0.496874 -4.1 1.1 -0.1

=====

Record 4
11
Properties=species:S:1:pos:R:3:forces:R:3 method="wB97M-V/def2-TZVPD" orbital_gap_ev=9.74
C 0.920307 -2.152788 -0.595951 -1.3 2.2 6.6
C -0.207431 0.047296 0.834639 2.9 -2.3 2.3
H 0.231433 -2.763756 0.120494 0.8 0.7 -1.8
H 1.007588 -2.579353 -1.534936 1.1 -1.0 -1.5
H 1.778007 -1.903936 0.267398 -1.4 -0.7 -3.3
H 0.219547 -0.695738 1.717906 -1.3 1.3 -2.7
H -0.526517 2.965301 1.200160 -1.4 -1.1 -3.6
H 0.474051 2.299571 -0.123840 -4.6 0.0 0.9
N -0.288407 1.217256 1.328810 -1.6 -2.8 -1.1
N -0.732963 2.174570 0.371099 6.6 4.0 2.2
S -0.019485 -0.526995 -0.936168 0.2 -0.2 2.0

=====

Record 5
11
Properties=species:S:1:pos:R:3:forces:R:3 method="wB97M-V/def2-TZVPD" orbital_gap_ev="6.85 / 7.95"
C 1.722976 -0.782845 -0.143729 -3.9 0.5 0.6
C -2.367839 0.062242 -0.135651 2.4 2.5 -2.8
N -1.368744 -0.761658 0.380860 4.8 -1.5 1.5
N 2.684567 0.125065 -0.128001 3.2 -2.5 0.2
S 0.158434 -0.039521 0.385435 -1.3 -0.9 -0.3
H 1.932683 -1.831183 -0.098553 0.2 -0.3 -0.2
H -3.276797 -0.192355 0.334024 -1.2 0.2 0.2
H -2.284795 -0.080917 -1.239576 -1.3 -0.2 0.3
H -2.014621 1.144953 -0.134083 -1.2 -0.5 0.7
H 3.594503 -0.080424 0.274852 -0.2 -0.6 -0.1
H 2.551700 1.053404 -0.005981 -1.4 3.4 0.0

=====

Record 6
11
Properties=species:S:1:pos:R:3:forces:R:3 method="wB97M-V/def2-TZVPD" orbital_gap_ev=9.65
C -1.044486 -0.261783 1.621714 -1.7 1.5 0.9
C 0.555923 -1.094267 0.237586 1.9 -5.3 -0.2
H -0.716378 0.647310 2.235961 0.7 -1.1 -1.3
H -1.417315 0.136701 0.611363 -0.2 -0.5 1.8
H -1.892622 -0.493560 2.381306 1.1 -0.7 -1.9
H 1.335131 -1.997733 0.093024 -1.3 2.2 -0.2
H 0.725731 -0.700048 -1.762240 1.7 -1.5 -2.4
H 1.540993 1.507531 -1.368306 -2.6 0.2 0.8
N -0.042910 -1.310177 1.357361 -0.1 3.0 -0.5
N 0.301553 -0.427584 -0.962027 -2.4 3.0 3.9
S 0.096583 1.325026 -1.007140 3.2 -0.9 -0.9

=====

Record 7
11
Properties=species:S:1:pos:R:3:forces:R:3 method="wB97M-V/def2-TZVPD" orbital_gap_ev=9.03 smiles="CNNC=S"
C -1.364092 -0.770617 0.224220 0.8 2.0 2.2
C 1.549821 0.698151 0.160142 4.1 0.2 2.1
H -2.295940 -1.123125 -0.292819 1.2 0.1 0.6
H -1.704887 -0.090175 1.246640 1.1 -1.5 -3.3
H -0.630240 -1.496483 0.607638 -1.3 -0.6 0.4
H 0.110278 -0.867517 -1.258144 -0.9 1.9 1.0
H -0.089104 1.913166 -0.284484 1.4 -3.1 -0.1
H 1.925502 1.535655 0.936227 -0.7 -1.6 -2.2
N -0.456350 -0.083253 -0.788465 -0.9 -1.6 -2.2
N 0.393297 0.915671 -0.373948 -3.4 3.0 0.9
S 2.561711 -0.631471 -0.177011 -1.3 1.3 0.7

=====

Record 8
11
Properties=species:S:1:pos:R:3:forces:R:3 method="wB97M-V/def2-TZVPD" orbital_gap_ev=9.57 smiles="[H]/N=C(/N)SC"
C -1.740575 0.185643 0.243352 -1.4 -2.3 0.8
C 0.986845 -0.395272 -0.124731 -2.8 -1.5 0.1
H -1.588945 1.140419 -0.161488 0.7 1.4 -0.2
H -2.668091 -0.143985 -0.270107 -0.1 0.3 1.0
H -1.764353 0.080781 1.367852 -0.3 0.7 -1.4
H 2.212429 1.080677 -0.339186 -0.7 0.4 0.2
H 0.581440 1.592042 -0.675948 0.2 -0.6 0.0
H 1.606764 -2.141347 0.365990 -1.0 -2.0 0.2
N 1.205098 0.942197 -0.208615 1.0 0.4 -0.3
N 1.854908 -1.227431 0.183549 3.1 2.0 -0.1
S -0.685518 -1.113729 -0.380663 1.2 1.0 -0.3

=====

Record 9
11
Properties=species:S:1:pos:R:3:forces:R:3 method="wB97M-V/def2-TZVPD" orbital_gap_ev=10.11
C -0.145514 -1.246713 0.246509 -2.0 -1.3 0.2
C 0.628987 -0.197587 -0.383427 1.4 0.9 -3.6
N -0.373832 0.152219 0.594482 1.2 -0.2 -0.3
N -1.496850 0.841086 0.156903 -0.9 -0.1 -1.5
S 2.392912 0.182719 0.048090 -1.1 0.3 0.0
H -0.848665 -1.964421 -0.243416 0.2 1.5 -0.5
H 0.137080 -1.785442 1.097896 1.3 -0.5 1.2
H 0.436560 -0.058130 -1.718606 0.2 -0.2 4.3
H -1.379299 0.891806 -0.852711 -0.7 0.0 -0.3
H -1.422066 1.807991 0.421140 0.2 0.3 0.7
H 2.070685 1.376468 0.633141 0.2 -0.6 -0.3

=====

Record 10
11
Properties=species:S:1:pos:R:3:forces:R:3 method="wB97M-V/def2-TZVPD" orbital_gap_ev=8.87
C -0.428540 -0.294470 0.666741 1.8 2.6 -0.4
C -1.233587 -0.198395 1.860217 -1.4 -1.8 1.7
N 1.844267 0.547075 -1.389050 -1.7 -9.1 -8.6
N 1.728147 1.115871 -0.351456 2.9 4.4 13.5
S 0.375658 1.227010 0.813894 0.0 -2.1 -2.6
H -1.053525 0.699724 2.519201 -1.4 -0.5 -0.5
H -2.221903 -0.729154 1.674281 0.5 1.6 0.5
H -0.831668 -0.993909 2.497033 0.4 -0.3 0.1
H 1.982310 0.977715 -2.223456 0.4 2.5 -2.5
H 2.534894 0.734201 0.444642 -2.4 1.4 -2.3
H 1.336934 -0.369984 -1.644138 0.9 1.3 1.3

=====

Record 11
11
Properties=species:S:1:pos:R:3:forces:R:3 method="wB97M-V/def2-TZVPD" orbital_gap_ev=9.48 smiles="[H]/N=C(/C)NS"
C -0.944255 1.439574 0.001582 1.2 0.6 -0.1
C -1.062715 -0.073704 -0.001625 3.3 1.1 -0.8
H -0.599479 1.902313 -1.078686 -1.2 -1.4 2.7
H -0.006108 1.682588 0.724786 -2.7 -0.1 -1.4
H -1.976743 1.721023 0.323688 1.2 0.7 -0.2
H -1.890518 -1.793412 -0.095474 -0.5 2.2 1.0
H 0.253981 -1.746731 -0.219512 -0.2 3.2 -0.5
H 1.994575 -0.584762 1.381812 -0.5 1.4 -2.4
N -2.099799 -0.748413 0.158483 -0.5 -2.5 -1.0
N 0.240065 -0.635004 -0.302631 -2.0 -4.4 0.1
S 1.705266 0.019230 -0.001708 1.8 -0.8 2.7

=====

Record 12
11
Properties=species:S:1:pos:R:3:forces:R:3 method="wB97M-V/def2-TZVPD" orbital_gap_ev="8.82 / 8.82" charge=+1
C -1.291959 -1.164578 -1.097817 5.4 -0.6 -1.3
C 1.731817 0.711538 0.426395 -0.7 -0.2 2.0
N -0.201917 -0.384143 -0.368505 1.0 1.0 1.8
N 0.688084 0.555788 -0.523684 -4.2 -2.2 -1.3
N -2.475789 -0.836920 -0.996959 -0.1 2.6 1.5
H 1.602206 0.079294 1.285836 -0.2 -0.5 0.6
H 2.605249 0.378618 -0.026142 1.8 -0.4 -1.2
H 1.943872 1.725969 0.827878 -0.8 -0.3 -1.0
H -0.153787 -1.056220 0.464140 0.8 1.1 -0.5
H -3.121156 -1.361372 -1.469452 -2.2 -1.8 -1.3
H -2.777958 0.000694 -0.565921 -0.8 1.2 0.6

=====

Record 13
12
Properties=species:S:1:pos:R:3:forces:R:3 method="wB97M-V/def2-TZVPD" orbital_gap_ev=10.33 charge=+1
C -1.519517 1.346122 0.523022 -1.8 -3.0 -2.1
C 0.033217 -1.213951 0.364747 0.0 1.1 1.3
N -1.926585 0.402034 -0.075787 1.5 2.8 1.7
N 0.575975 -0.073076 0.498487 -0.4 -1.6 2.5
N 1.529809 0.256283 -0.428543 0.7 0.0 -4.3
O -1.868179 -0.686857 -0.588203 -0.8 -0.3 -0.6
H -1.545726 2.298376 0.949792 -0.1 0.9 0.5
H 0.253640 -1.992874 -0.291719 0.7 -1.0 -1.4
H -0.661481 -1.426989 1.123671 -0.7 -0.5 0.9
H 2.232311 0.833487 0.071635 -0.2 -0.2 -0.9
H 0.891076 0.829147 -1.094469 2.3 -0.5 0.6
H 2.005459 -0.571705 -1.052628 -1.2 2.2 1.8

=====

Record 14
12
Properties=species:S:1:pos:R:3:forces:R:3 method="wB97M-V/def2-TZVPD" orbital_gap_ev="7.75 / 9.45" charge=+1
C -0.312745 -0.393277 -0.000017 -1.9 0.3 -1.3
C 0.180849 1.044434 -0.314282 -1.8 -2.3 -0.5
N 1.373928 1.189413 0.345958 0.0 -1.0 2.7
N 0.694966 -1.211996 0.019026 -0.6 -3.1 2.0
N -1.624616 -0.717257 0.091683 -0.2 -0.2 1.4
O 1.879083 -0.800462 -0.152290 1.7 1.4 -1.1
H 0.302509 1.204260 -1.381792 -0.7 -0.1 -0.4
H -0.658073 1.545242 0.105363 -0.5 1.7 0.3
H 1.850640 1.865407 -0.157301 2.1 1.6 -1.1
H 0.678231 -2.107429 0.565372 -0.5 0.7 -0.6
H -2.235207 -0.020095 0.512698 0.4 0.7 -0.6
H -2.129564 -1.598244 0.365584 1.9 0.4 -0.8

=====

Record 15
13
Properties=species:S:1:pos:R:3:forces:R:3 method="wB97M-V/def2-TZVPD" orbital_gap_ev=7.28 charge=-1 smiles="C[N-][N+](=O)[N-]OC"
C 2.611314 0.207889 -0.216240 1.1 -2.2 -0.6
C -2.722524 0.085260 0.343616 1.5 0.5 0.0
N -0.772445 -0.093064 -0.834222 -1.2 -0.6 0.0
N 1.348241 0.329679 -0.880841 0.8 0.4 -0.1
N 0.385329 -0.230324 -0.241482 -0.5 -1.0 0.4
O 0.498170 -0.912138 0.821459 0.4 0.2 0.2
O -1.761521 -0.848986 -0.050969 0.9 0.0 -1.1
H 2.972916 1.129210 0.173666 0.3 1.1 0.5
H 3.415322 -0.148489 -0.936470 -0.8 0.5 0.3
H 2.653374 -0.569552 0.580454 -0.3 0.6 -0.3
H -2.861882 -0.100932 1.414295 -0.8 0.3 -0.2
H -3.565109 0.124074 -0.333490 -0.9 -0.4 0.2
H -2.201182 1.027374 0.160225 -0.5 0.5 0.7

=====

Record 16
13
Properties=species:S:1:pos:R:3:forces:R:3 method="wB97M-V/def2-TZVPD" orbital_gap_ev=6.85 charge=-1 smiles="CC[N-][N+](=O)[N-]O"
C 2.162673 -0.511265 -0.302015 2.0 2.8 3.5
C 0.931384 0.159067 0.198340 -0.5 3.6 1.8
N -0.224765 -0.531667 -0.139622 -1.2 -1.8 -1.6
N -2.415294 -0.759349 -0.123676 0.1 0.0 -0.2
N -1.391500 0.027323 0.002020 1.2 0.5 0.2
O -1.513603 1.291532 0.266115 -0.4 -0.4 -0.1
O -3.574734 0.023148 -0.242556 -0.8 -1.2 -0.3
H 3.000686 0.126137 -0.618041 -0.7 0.1 -0.7
H 2.585194 -0.921541 0.576373 0.7 -1.3 0.9
H 1.855645 -1.226166 -0.895230 -0.9 -3.7 -3.6
H 1.037956 1.216612 -0.178043 -0.9 -0.4 0.3
H 0.881321 0.243152 1.336279 0.8 0.3 -0.8
H -3.334958 0.863021 0.120050 0.6 1.5 0.5

=====

Record 17
13
Properties=species:S:1:pos:R:3:forces:R:3 method="wB97M-V/def2-TZVPD" orbital_gap_ev=9.00 charge=+1
C 1.182635 -0.565686 -1.747831 -0.2 3.6 0.4
C -0.246378 -0.197755 0.948059 0.8 -0.2 1.5
N 0.599336 -1.197363 1.298101 -0.5 1.4 -1.2
N -0.057525 0.293983 -0.248676 -0.4 0.1 -0.9
N -0.938145 1.362607 -0.451586 -1.3 1.2 -2.6
O 1.452417 0.263773 -2.497034 -0.7 -2.3 1.1
O -1.048881 0.229300 1.905779 -0.2 1.5 -1.7
H 1.369171 -1.518549 -1.264817 0.0 -0.2 -0.7
H 0.831702 -1.569905 0.406988 0.8 -1.4 0.4
H 0.306805 -1.789976 2.020883 -0.3 -1.1 1.0
H -1.450897 1.334310 -1.388857 0.7 -0.7 1.8
H -0.500952 2.279606 -0.535240 0.7 -0.3 0.4
H -1.499288 1.075655 1.554230 0.6 -1.5 0.4

=====

Record 18
13
Properties=species:S:1:pos:R:3:forces:R:3 method="wB97M-V/def2-TZVPD" orbital_gap_ev=9.03 charge=+1
C 1.184769 0.607065 -0.031656 0.1 1.1 -1.4
C -1.306155 -0.572216 0.449867 0.7 -1.3 2.9
N -0.993154 -1.124079 1.626665 -0.1 0.5 -4.6
N 1.890425 1.559296 -0.591146 1.7 0.5 1.2
N 1.834572 -0.727850 -0.403304 0.0 -0.1 1.0
O 1.567442 -1.685724 0.310112 -0.4 0.4 0.2
O 2.500101 -0.789307 -1.386683 0.7 0.0 -1.1
H -1.020219 -1.154680 -0.479173 -0.7 1.1 1.2
H -1.903473 0.345386 0.574353 0.4 -0.4 -0.9
H -0.366122 -1.911270 1.538530 0.2 -0.3 0.6
H -1.019314 -0.592014 2.459243 -0.4 0.4 1.1
H 1.647577 2.576418 -0.478735 -0.1 -1.6 0.0
H 2.927896 1.456676 -0.867446 -2.1 -0.3 -0.1

=====

Record 19
13
Properties=species:S:1:pos:R:3:forces:R:3 method="wB97M-V/def2-TZVPD" orbital_gap_ev=9.30 charge=+1
C 0.753709 0.785814 -0.067829 -2.7 -0.7 -1.2
C -1.521738 -0.275654 -0.090980 -0.2 1.9 0.7
N -1.210118 -1.445727 -0.490769 -1.3 -1.6 -3.0
N 0.955333 1.904998 0.508545 3.9 -0.1 0.8
N 1.590719 -0.399421 -0.145885 1.4 1.7 -0.9
O 2.218138 -0.886225 -1.064546 -1.0 0.9 0.7
O 1.372289 -0.869521 0.940015 -0.1 -1.7 1.6
H -2.055919 0.483420 -0.733206 1.3 -0.8 0.6
H -1.522886 -0.191996 0.978500 -0.3 0.6 0.4
H -1.306797 -1.533126 -1.529278 0.3 -0.7 1.3
H -1.388391 -2.290855 0.070953 0.9 0.6 -0.2
H 0.201319 2.517717 0.746403 -0.5 0.3 -0.2
H 1.914337 2.200570 0.878074 -1.6 -0.4 -0.5

=====

Record 20
13
Properties=species:S:1:pos:R:3:forces:R:3 method="wB97M-V/def2-TZVPD" orbital_gap_ev="5.68 / 8.00" spin_multiplicity=3 charge=+1
C 0.448675 -1.453708 1.039036 -3.0 -2.5 -0.3
C -0.319506 1.150800 -1.467125 1.2 1.7 4.3
N -0.269629 -0.564673 1.691844 2.2 1.6 0.1
N -1.219290 1.560637 -2.117627 -2.4 -1.2 -6.1
N 1.659660 -1.363401 0.659313 3.4 -1.0 -0.2
O 0.675059 0.605845 -1.131171 1.7 -1.4 0.2
O -2.304282 2.366275 -2.210516 -0.7 1.0 1.4
H -1.236561 -0.737173 1.758537 -1.1 0.0 0.3
H 0.108694 0.383663 1.991724 -0.8 -1.8 -0.7
H -0.099417 -2.451622 0.746913 1.0 2.2 0.6
H 2.260956 -2.137660 0.310066 -1.6 0.4 0.1
H 2.298433 -0.661581 0.970460 -0.2 1.1 0.2
H -2.002793 3.302598 -2.241456 0.1 0.1 0.2

=====

Looking at relative energy (zero: lowest compared OMol25 entry of this formula, charge and spin) for the records above, in order, we have 140.2 121.2 562.2 446.7 398.1 265.7 279.0 60.8 348.5 622.6 198.2 491.7 665.2 633.6 700.7 665.5 184.3 470.1 520.4 94.7 kJ/mol.
Looking at strongest force on any atom for the records above, in order, we have 5.43 3.17 5.44 8.03 5.27 5.63 4.65 3.73 4.35 14.50 4.81 5.60 4.36 3.78 2.51 5.19 3.65 4.68 3.94 6.68 eV/Å.